18
Properties=species:S:1:pos:R:3 method="wB97M-V/def2-TZVPD" orbital_gap_ev="7.11 / 7.11" homo_energy_ev="-6.277 / -6.275"
C -0.397 0.409 -0.423
C -0.599 -0.097 0.871
C 2.800 -0.015 -0.136
C -2.637 -0.275 0.530
C 1.625 0.717 0.496
N -0.313 -0.359 -1.544
O 1.784 1.647 1.240
H -0.658 1.446 -0.609
H -0.734 -0.017 -2.391
H -0.225 -1.359 -1.439
H -0.638 0.609 1.684
H -0.346 -1.128 1.078
H 2.716 -1.077 0.106
H 2.726 0.071 -1.222
H 3.759 0.385 0.205
H -2.792 -1.172 -0.066
H -3.078 0.607 0.069
H -2.992 -0.394 1.550